This record from the OMol25 dataset describes C34H60BN3OP3Ru as an isolated structure. The level of theory is ωB97M-V/def2-TZVPD.

## Properties
**ΔE to the lowest compared entry with this formula, charge and spin**: 9.1 kcal per mole
**Highest occupied orbital energy (spin up / spin down)**: -12.5 / -12.5 eV
**2S+1**: 2
**Net charge**: +2

Each line ends with the Löwdin spin population.
Atoms and positions in Å:
Ru1 -0.0720 0.2310 -0.4920  1.074
C1 5.7190 -0.3950 0.3395  -0.001
C2 4.5845 0.6271 0.4298  -0.004
C3 4.2442 0.8409 1.9181  0.000
C4 5.0684 1.9474 -0.1864  0.000
P1 2.9424 0.0547 -0.3686  -0.028
C5 3.0229 -1.6799 0.2844  -0.004
N1 1.8262 -2.3924 -0.0248  -0.006
B1 0.4918 -1.8663 -0.0016  -0.031
N2 -0.3225 -2.9344 -0.5019  -0.006
C6 -1.7135 -2.9329 -0.8446  0.001
P2 -2.3460 -1.1933 -0.8893  -0.006
C7 -3.3476 -1.1478 0.7106  0.001
C8 -3.9121 0.2545 0.9547  0.000
C9 -2.3343 -1.4313 1.8287  0.010
C10 -4.4906 -2.1622 0.7421  0.000
C11 -3.4136 -1.2685 -2.4454  -0.002
C12 -4.2118 -2.5569 -2.6282  -0.001
C13 -2.3801 -1.1106 -3.5769  0.000
C14 -4.3707 -0.0736 -2.4725  0.000
C15 0.4800 -4.0213 -0.8156  -0.001
C16 0.1533 -5.2659 -1.3436  0.000
C17 1.1809 -6.1620 -1.5723  0.000
C18 2.5069 -5.8293 -1.2823  0.000
C19 2.8394 -4.5954 -0.7555  0.000
C20 1.8124 -3.6847 -0.5214  -0.001
C21 3.0313 -0.1322 -2.2617  -0.001
C22 1.6506 -0.5792 -2.7412  0.034
C23 4.0723 -1.1342 -2.7541  0.000
C24 3.2959 1.2589 -2.8520  0.000
H1 6.6133 0.0734 0.7568  0.000
H2 5.9531 -0.6783 -0.6842  0.000
H3 5.5283 -1.2931 0.9245  0.000
H4 5.0342 1.4281 2.3881  0.000
H5 4.1793 -0.1020 2.4610  0.000
H6 3.3040 1.3726 2.0618  0.000
H7 5.7487 2.4375 0.5119  0.000
H8 4.2556 2.6404 -0.3982  0.000
H9 5.6282 1.7704 -1.1038  0.000
H10 3.1475 -1.5881 1.3659  0.000
H11 3.8909 -2.1939 -0.1195  -0.001
H12 -2.2975 -3.5497 -0.1589  0.000
H13 -1.8138 -3.3585 -1.8434  0.000
H14 -3.0932 0.9619 1.0654  0.001
H15 -4.4956 0.2514 1.8776  0.000
H16 -4.5608 0.5919 0.1475  0.000
H17 -1.4839 -0.7384 1.7667  0.007
H18 -1.9431 -2.4490 1.7973  0.000
H19 -2.8152 -1.2890 2.7981  0.000
H20 -5.3189 -1.8358 0.1128  0.000
H21 -4.8654 -2.2373 1.7645  0.000
H22 -4.1920 -3.1615 0.4278  0.000
H23 -3.6191 -3.4643 -2.5282  0.000
H24 -4.6255 -2.5537 -3.6388  0.000
H25 -5.0467 -2.6179 -1.9319  0.000
H26 -1.7392 -1.9901 -3.6713  0.000
H27 -1.7425 -0.2393 -3.4011  0.000
H28 -2.8901 -0.9697 -4.5313  0.000
H29 -5.2206 -0.2313 -1.8077  0.000
H30 -4.7643 0.0574 -3.4822  0.000
H31 -3.8574 0.8402 -2.1848  0.000
H32 -0.8725 -5.5419 -1.5506  0.000
H33 0.9574 -7.1382 -1.9797  0.000
H34 3.2848 -6.5581 -1.4632  0.000
H35 3.8698 -4.3622 -0.5200  0.000
H36 1.4264 -1.6101 -2.4688  0.000
H37 1.5975 -0.5032 -3.8293  0.002
H38 0.8669 0.1023 -2.3463  0.011
H39 3.8880 -2.1391 -2.3714  0.000
H40 5.0809 -0.8297 -2.4821  0.000
H41 4.0370 -1.1879 -3.8446  0.000
H42 2.6283 2.0060 -2.4099  0.000
H43 3.1177 1.2461 -3.9292  0.000
H44 4.3230 1.5782 -2.6977  0.000
C25 2.1375 3.2615 0.5769  -0.004
P3 0.4887 2.5532 0.2217  -0.034
C26 -0.2966 2.6922 1.8740  0.001
C27 -0.0295 3.9379 -0.8518  -0.007
C28 0.1592 3.7673 -2.2235  -0.001
C29 -0.0155 4.8293 -3.0958  0.000
C30 -0.3956 6.0695 -2.6017  0.000
C31 -0.5806 6.2457 -1.2372  0.000
C32 -0.3932 5.1863 -0.3607  -0.002
H45 1.9857 4.2389 1.0357  -0.001
H46 2.6880 3.3951 -0.3532  0.000
H47 2.7109 2.6337 1.2534  0.000
H48 -0.5758 3.7185 2.1076  0.000
H49 0.4396 2.3577 2.6051  0.000
H50 -1.1678 2.0398 1.9430  0.002
H51 0.4523 2.7922 -2.6007  -0.001
H52 0.1524 4.6954 -4.1565  0.000
H53 -0.5423 6.9015 -3.2775  0.000
H54 -0.8500 7.2194 -0.8497  0.000
H55 -0.5113 5.3568 0.7026  0.000
C33 -3.4032 2.9959 -2.4964  0.000
C34 -2.9067 2.5873 -1.1385  0.000
N3 -3.4921 3.2096 -0.1081  0.000
O1 -2.0377 1.7163 -0.9753  0.002
H56 -3.3164 4.0762 -2.6096  0.000
H57 -4.4552 2.7282 -2.6075  0.000
H58 -2.8188 2.5077 -3.2703  0.000
H59 -4.2299 3.8778 -0.2547  0.000
H60 -3.2368 2.9909 0.8393  0.000

=====

This record from the OMol25 dataset describes a 9-piece molecular cluster, C36H63F9O12 overall. The level of theory is ωB97M-V/def2-TZVPD.

## Properties
**SMILES**: CCOC(=O)C(F)(F)F.CCOC(=O)C(F)(F)F.CCOC(=O)C(F)(F)F.C1CCOC1.C1CCOC1.C1CCOC1.C1CCOC1.C1CCOC1.C1CCOC1
**Highest occupied orbital energy**: -9.3 eV
**Net charge**: 0

Each line ends with the Löwdin charge.
Atoms and positions in Å:
C1 7.2627 -0.4125 0.4142  -0.160
C2 6.2361 -0.0535 -0.6935  -0.126
C3 5.0785 -1.0202 -0.2375  -0.225
O1 5.8101 -2.1799 -0.0738  -0.153
C4 6.9764 -1.8989 0.6831  -0.187
H1 7.0359 0.1115 1.2838  0.078
H2 8.2870 -0.1900 0.0722  0.115
H3 6.6092 -0.3588 -1.6808  0.116
H4 6.0412 1.0009 -0.6782  0.094
H5 4.2995 -1.2235 -0.9651  0.095
H6 4.6084 -0.6829 0.7157  0.125
H7 7.7561 -2.6220 0.3597  0.133
H8 6.7239 -2.0017 1.6998  0.095
C5 2.0073 0.5401 5.1139  -0.149
C6 2.4065 0.9306 3.6703  -0.130
C7 1.0596 0.8690 2.9295  -0.131
O2 0.0602 0.9854 4.0034  -0.168
C8 0.5605 0.1280 5.0007  -0.221
H9 2.0748 1.2998 5.8679  0.104
H10 2.6447 -0.2655 5.4356  0.103
H11 3.1153 0.2787 3.2488  0.081
H12 2.7973 1.9636 3.6752  0.112
H13 0.9778 -0.1921 2.5928  0.105
H14 0.8521 1.4997 2.0696  0.105
H15 0.5001 -0.9156 4.6949  0.106
H16 0.0427 0.2344 5.9483  0.128
C9 0.4258 4.2742 -0.5895  -0.142
C10 -0.7158 3.1356 -0.7713  -0.090
C11 -1.7336 3.6672 0.3032  -0.129
O3 -1.0554 4.6860 1.1557  -0.159
C12 0.3131 4.5683 0.8672  -0.269
H17 0.3117 5.1509 -1.2053  0.101
H18 1.3899 3.8362 -0.8291  0.100
H19 -0.2532 2.2355 -0.4073  0.075
H20 -1.1774 2.9592 -1.7504  0.083
H21 -1.9864 2.8336 0.9175  0.086
H22 -2.6104 4.2232 -0.1332  0.136
H23 0.8149 3.7411 1.4770  0.119
H24 0.8306 5.4513 1.2545  0.123
C13 -0.7136 -3.9722 3.8756  -0.151
C14 0.6837 -4.0991 3.3165  -0.194
C15 0.4068 -4.7644 2.0108  -0.185
O4 -0.8284 -4.1420 1.4799  -0.183
C16 -1.6809 -4.0312 2.6522  -0.170
H25 -0.8095 -3.0572 4.4953  0.102
H26 -0.8635 -4.8242 4.5460  0.111
H27 1.3012 -4.5732 3.9962  0.094
H28 1.1204 -3.1571 3.0572  0.091
H29 0.2568 -5.9268 2.1450  0.154
H30 1.2384 -4.5518 1.2896  0.123
H31 -2.3213 -4.9134 2.6585  0.113
H32 -2.2863 -3.1275 2.6099  0.106
C17 -4.1384 0.0724 -1.0259  -0.121
C18 -2.9398 0.0762 -2.0138  -0.120
C19 -3.1348 1.4028 -2.7565  -0.207
O5 -3.9270 2.2212 -1.9236  -0.143
C20 -4.5923 1.5765 -0.8907  -0.183
H33 -3.8814 -0.3382 -0.0357  0.096
H34 -4.9966 -0.4570 -1.3880  0.095
H35 -2.8515 -0.7592 -2.6642  0.078
H36 -1.9890 0.1222 -1.4302  0.115
H37 -3.6384 1.3174 -3.7071  0.112
H38 -2.2291 1.9165 -3.0536  0.067
H39 -5.6129 1.7577 -1.0303  0.096
H40 -4.2952 2.0299 0.0568  0.105
C21 1.2841 -1.3686 -2.2081  -0.144
C22 1.1660 -2.3567 -1.0376  -0.134
C23 0.4098 -1.5087 0.0141  -0.185
O6 0.6727 -0.1459 -0.2820  -0.163
C24 1.5674 -0.0913 -1.3867  -0.192
H41 0.3725 -1.3050 -2.7229  0.063
H42 2.0558 -1.5974 -2.9943  0.127
H43 2.1265 -2.6270 -0.6334  0.097
H44 0.6259 -3.2739 -1.2686  0.099
H45 0.7860 -1.7592 1.0318  0.102
H46 -0.6603 -1.5367 -0.0133  0.097
H47 2.6171 -0.0598 -1.0271  0.096
H48 1.4357 0.8644 -1.9449  0.114
C25 -0.2154 3.8977 -5.0213  -0.048
C26 -1.0974 2.8316 -5.6676  -0.155
O7 -0.3031 1.7374 -6.2532  0.057
C27 0.3117 0.9225 -5.4521  -0.393
O8 0.1269 0.7931 -4.2358  0.121
C28 1.2793 0.0279 -6.2099  -0.465
F1 1.9045 0.7328 -7.1431  0.180
F2 2.2260 -0.6114 -5.4487  0.139
F3 0.5061 -0.9508 -6.8321  0.119
H49 0.4568 4.3311 -5.7685  0.086
H50 0.3003 3.4556 -4.1619  0.073
H51 -0.8875 4.6898 -4.6810  0.087
H52 -1.7782 3.2443 -6.4349  0.133
H53 -1.8346 2.4268 -4.9651  0.093
C29 -0.5352 3.9552 4.7332  -0.067
C30 -1.8562 3.9801 4.1481  -0.141
O9 -2.3952 2.6405 3.6664  0.040
C31 -2.4756 1.7361 4.5920  -0.455
O10 -2.3302 1.8435 5.7800  0.146
C32 -3.0649 0.4450 3.8958  -0.509
F4 -2.5768 -0.6872 4.4901  0.121
F5 -4.3779 0.4081 4.0534  0.171
F6 -2.8561 0.3763 2.5698  0.143
H54 0.2020 3.4666 4.0444  0.092
H55 -0.5079 3.4185 5.6386  0.066
H56 -0.1684 4.9745 4.7439  0.096
H57 -1.9650 4.5722 3.2952  0.087
H58 -2.6063 4.2500 4.9087  0.138
C33 -3.2292 -3.3568 -0.7478  -0.056
C34 -2.3635 -4.1806 -1.6413  -0.132
O11 -1.8378 -3.3866 -2.8039  0.027
C35 -2.1017 -3.7029 -4.0418  -0.415
O12 -2.8669 -4.5098 -4.4762  0.168
C36 -1.2866 -2.8357 -5.0567  -0.538
F7 0.0602 -2.9647 -4.9152  0.146
F8 -1.6454 -3.1684 -6.2725  0.184
F9 -1.6309 -1.5443 -4.9648  0.151
H59 -3.2576 -3.7551 0.3077  0.091
H60 -4.2395 -3.2913 -1.1300  0.083
H61 -2.7759 -2.3629 -0.5965  0.060
H62 -2.9462 -4.9696 -2.0744  0.113
H63 -1.4753 -4.4988 -1.1066  0.108

=====

This record from the OMol25 dataset describes a single C2H5NOS molecule. The level of theory is ωB97M-V/def2-TZVPD.

## Properties
**ΔE to the lowest compared entry with this formula, charge and spin**: 40.9 kcal per mole
**SMILES**: CSNC=O
**Highest occupied orbital energy**: -9.4 eV
**Net charge**: 0

Each line ends with the Löwdin charge.
Atoms and positions in Å:
C1 -0.9791 -1.2680 0.3175  -0.456
C2 0.8831 1.6135 0.0447  -0.354
H1 -0.9649 -0.4650 1.1301  0.034
H2 -1.9344 -1.9386 0.1877  0.063
H3 -0.0428 -1.9794 0.5822  0.086
H4 1.3769 -0.1495 -1.0045  0.147
H5 -0.0997 2.0843 0.3784  0.140
N1 0.5437 0.5160 -0.7490  -0.427
O1 2.1027 1.8217 0.2501  -0.020
S1 -0.8857 -0.2349 -1.1372  0.787

=====

This record from the OMol25 dataset describes C7H10N2O4S as an isolated structure. The level of theory is ωB97M-V/def2-TZVPD.

## Properties
**ΔE to the lowest compared entry with this formula, charge and spin**: 0.0 kcal per mole
**Highest occupied orbital energy**: -9.1 eV
**Net charge**: 0

Each line ends with the Löwdin charge.
Atoms and positions in Å:
C1 -1.6834 0.8615 0.7896  -0.408
C2 -0.7502 -2.4253 -0.7016  -0.387
C3 -0.5892 1.2156 1.8485  -0.299
C4 -0.7833 -0.8724 -0.7496  -0.194
C5 0.0442 -0.1016 1.3159  -0.427
C6 0.5131 -0.2467 -1.2300  -0.784
C7 1.2613 -0.9305 -2.2931  -0.067
N1 -1.0990 -0.3454 0.5084  -0.023
N2 -0.6840 1.3963 3.2083  0.063
O1 -1.9007 -2.9905 -0.2494  0.102
O2 -2.6211 1.3437 0.2537  0.140
O3 0.2248 -3.1240 -0.9902  0.089
O4 0.1845 1.0704 -1.5993  -0.016
S1 1.5555 -0.1338 0.2431  1.029
H1 -0.3316 2.1180 1.2535  0.162
H2 -1.6267 -0.4323 -1.4187  0.212
H3 0.1219 -0.8644 2.0901  0.121
H4 2.3307 -0.7026 -2.4324  0.109
H5 0.6147 -0.6362 -3.0656  0.091
H6 1.3026 -1.9828 -2.2198  0.063
H7 0.2430 1.4636 3.5916  0.088
H8 -2.5948 -2.3512 0.1068  0.155
H9 -1.1631 2.2938 3.3773  0.109
H10 0.9140 1.3677 -2.0896  0.074

=====

For reference, max |F| by record: 1.6 4.1 4.0 4.1 eV/A.